Here is a structure of composition C20H23CoN3O4S2 from the OMol25 dataset. Energies are from ωB97M-V/def2-TZVPD.

Structure (XYZ):
```
53
Properties=species:S:1:pos:R:3:lowdin_spin:R:1
C 2.503 2.718 0.453 0.00
N -0.657 -1.419 -1.235 0.03
H 7.633 -1.968 -2.366 0.00
H 3.739 0.784 -2.259 0.00
H -0.224 0.445 2.955 0.00
H -2.318 -1.465 -4.144 0.00
H 6.022 -0.158 -2.800 0.00
C -2.106 -1.687 -3.108 0.00
C 1.639 5.204 1.302 0.00
H 2.863 1.762 0.091 0.00
C 0.840 4.451 0.461 0.00
C 3.296 3.481 1.305 0.00
O -0.837 1.719 -0.083 0.00
C 6.870 -2.690 -2.080 0.00
C 4.047 -0.212 -1.961 0.01
H 4.258 3.097 1.623 0.00
H -2.033 -1.048 2.512 0.00
C -0.010 -0.467 2.398 0.00
N 3.150 -0.925 -1.285 0.04
H 1.268 0.762 1.526 0.00
H -3.289 -3.292 -0.383 0.00
C -1.280 -0.949 1.728 0.00
S 2.182 -2.992 -0.095 0.06
H 0.393 -1.213 3.086 0.00
C 3.743 5.575 2.635 0.00
H 6.750 -3.411 -2.891 0.00
H 4.556 4.990 3.062 0.00
Co 1.215 -0.700 -0.602 2.73
C 2.877 4.731 1.739 0.00
C -1.483 -2.155 -0.476 0.00
H 1.298 6.180 1.627 0.00
H -0.110 -2.659 1.055 0.00
C 1.271 3.200 0.038 0.00
C 3.465 -2.192 -0.899 0.01
H -0.280 -0.548 -3.061 0.00
H -3.854 -2.888 -2.770 0.00
N 4.659 -2.749 -1.142 0.00
H -1.779 -3.051 1.426 0.00
O 1.077 1.115 -1.464 0.05
H 3.162 6.004 3.452 0.00
H 7.191 -3.243 -1.199 0.00
H -0.117 4.828 0.123 0.00
C 5.286 -0.730 -2.254 0.00
S 0.185 2.222 -0.979 0.01
C -2.953 -2.469 -2.341 0.00
O -0.260 3.061 -2.056 0.00
C -1.135 -2.294 0.979 0.00
C 5.554 -2.029 -1.809 0.00
C -2.640 -2.699 -1.013 0.00
O 1.027 -0.168 1.434 0.03
H -1.618 -0.162 1.053 0.00
C -0.968 -1.180 -2.512 0.01
H 4.184 6.404 2.077 0.00
```

frontier orbital gap (spin up / spin down): 8.25 / 7.97 eV
charge: 0
largest force on an atom: 0.30 eV/Å
spin multiplicity: 4
<S²>: 3.757
E_HOMO (spin up / spin down): -0.2887 / -0.2871 Ha